(1)
C2H4CrF3NO5S2 | the ωB97M-V functional and the def2-TZVPD basis

```
18
Properties=species:S:1:pos:R:3:forces:R:3:mulliken_spin:R:1
O -2.55151 -0.66685 0.36257 -1.168 0.701 -0.908 0.01
N -0.53345 -0.12684 -0.71292 0.666 3.705 -0.485 0.01
C 1.84810 0.07711 -1.33440 1.404 0.661 -1.801 0.00
Cr -1.75126 -0.13757 2.25321 1.563 0.177 0.712 3.08
C -1.73571 -1.71700 -1.22781 -0.836 -4.620 -1.085 0.01
O -1.69330 1.49552 1.00289 -0.300 -1.012 0.189 -0.02
S 0.79521 -0.25065 0.22772 2.021 -0.379 0.601 0.01
O 2.06350 -0.41265 0.97553 0.528 0.516 -1.075 -0.01
O 0.02490 -0.62425 1.47810 -4.013 -0.044 2.465 -0.04
H -3.20876 -0.72749 4.19044 -0.378 -0.212 0.569 0.02
O -2.34746 -0.39601 3.93918 0.352 0.152 -2.524 -0.07
F 3.14098 0.29222 -1.18638 -0.007 -0.297 1.283 0.00
H -1.24907 -1.51782 -2.19544 1.713 0.526 1.378 0.00
S -1.95668 0.70409 -0.26744 1.496 -1.729 0.442 0.01
H -2.38857 -2.32745 -1.87420 -3.560 1.660 0.075 0.00
F 1.42514 1.15881 -1.96241 -1.076 0.348 -0.092 0.00
F 1.75892 -0.97385 -2.12849 -0.831 -0.800 -0.320 0.00
H -1.93304 -2.54416 -0.52728 2.425 0.648 0.575 0.00
```
Positions in Å, forces in eV/Å.

Output
**Charge**: +1
**Electronic energy**: -2649.31413 a.u.
**Kohn-Sham gap (spin up / spin down)**: 6.711 / 6.987 eV
**Maximum force**: 4.82 eV/Å
**LUMO energy (spin up / spin down)**: -7.570 / -7.338 eV
**Spin multiplicity**: 4


(2)
C4H10BrCl2FGa | the ωB97M-V functional and the def2-TZVPD basis

```
19
Properties=species:S:1:pos:R:3:forces:R:3:lowdin_charge:R:1
C 1.28340 -4.37450 1.17958 0.130 -0.282 -0.270 -0.68
H 2.01912 -4.38977 -0.83293 -0.026 -0.112 0.130 0.06
H -2.45487 4.62610 0.50587 0.647 -0.684 0.124 0.06
H 1.66491 -5.37971 1.36659 0.007 0.059 0.072 0.06
H 0.78178 3.34778 -1.36423 -0.009 -0.269 0.289 -0.11
C -1.99294 2.63557 -0.40112 0.241 0.133 1.022 -0.47
H -2.37367 1.76537 0.19566 0.121 0.863 -0.345 0.07
H 0.21981 -4.45108 0.95507 0.059 0.152 0.037 0.06
H 3.08840 -3.56014 0.30594 -0.089 0.007 0.068 0.06
Ga -0.29497 2.14030 -1.47060 -0.446 0.880 -0.904 0.06
H -1.43036 3.55428 1.58033 -0.246 0.147 -0.762 0.06
C -1.62726 3.86666 0.52508 -0.140 -0.197 -0.410 -0.17
F -3.10264 3.02698 -1.24924 0.712 -0.164 0.398 -0.19
Cl 1.46072 -3.46612 2.70640 -0.032 0.021 0.054 0.51
Cl 1.32392 -2.15314 -0.46291 1.344 -4.461 0.808 0.28
Br 0.79667 0.10636 -0.70068 -1.327 4.717 -0.544 0.07
H -0.72169 2.09479 -3.02891 0.088 -0.413 0.141 -0.12
H -0.68499 4.34399 0.14924 -0.898 -0.208 0.348 0.01
C 2.04469 -3.73371 0.04088 -0.136 -0.189 -0.256 -0.64
```
Positions in Å, forces in eV/Å.

Output
**Charge**: -1
**Electronic energy**: -5677.45624 a.u.
**Kohn-Sham gap**: 7.639 eV
**Maximum force**: 4.93 eV/Å
**LUMO energy**: 2.838 eV
**Spin multiplicity**: 1


(3)
C34H39IN6O6P2 | the ωB97M-V functional and the def2-TZVPD basis

```
88
Properties=species:S:1:pos:R:3:forces:R:3:lowdin_charge:R:1
H 2.48887 5.32866 4.42375 0.014 -0.052 -0.010 0.09
H 7.27071 -6.36803 1.55620 -0.041 0.008 0.039 0.09
C -2.13016 -2.60944 -0.81412 0.578 -0.241 -0.660 -0.11
H 2.78724 -5.90029 -0.14984 -0.030 -0.041 -0.015 0.11
H -0.93745 4.09554 -2.74276 -0.861 -0.359 0.108 0.10
H 0.91469 -1.12380 -2.00330 0.056 -0.401 -0.176 0.08
C 2.59812 4.33843 4.00995 -0.060 -0.019 0.125 -0.13
C 0.35798 -7.62090 1.16104 -0.026 -0.028 0.076 -0.14
H -0.11812 5.44862 3.45234 -0.019 -0.058 -0.059 0.08
H 1.43285 3.02543 5.39070 0.008 0.037 -0.059 0.11
H -1.75027 5.50496 -6.18263 0.001 0.059 0.011 0.11
H -1.19547 -3.09263 2.22873 0.543 0.109 -0.885 0.12
C -1.76706 -2.17624 -2.05953 -0.587 -0.489 1.229 -0.09
C -0.04016 7.51539 -4.28255 0.050 -0.005 0.086 -0.14
P -0.23248 -2.75888 -2.91386 0.513 1.939 -2.695 0.57
C -2.64447 4.71732 1.47215 -0.091 -0.001 -0.060 -0.16
C 5.25209 -6.32863 2.38683 -0.103 0.009 -0.052 -0.15
O -3.06463 -1.14335 -3.85498 -0.025 0.253 0.121 0.16
H 5.54764 -4.53994 5.08687 0.035 -0.013 -0.054 0.11
N -4.44294 2.05815 -2.14446 1.083 1.312 -0.162 0.10
P -4.12791 0.67270 0.91814 2.227 -1.220 2.477 0.77
N 4.74267 -5.73070 3.51060 0.074 -0.041 -0.052 0.00
C -4.44948 3.38500 -2.42523 2.199 0.038 -0.055 -0.10
C 2.05031 3.19118 4.52288 -0.045 -0.036 0.034 -0.13
H -0.09003 -8.05511 2.04021 0.009 -0.004 -0.067 0.11
C 1.88685 -6.47590 -0.00290 0.119 0.076 -0.022 -0.15
H 3.59292 1.94900 1.94519 -0.007 0.041 0.033 0.10
C -3.56029 -0.44255 -0.45674 -0.333 -0.049 -1.395 -0.17
N 2.41614 2.15092 3.71272 0.065 0.118 0.020 -0.01
O 1.05905 -2.08338 -2.07708 -1.509 -1.484 0.222 -0.17
H -1.04625 -1.70635 1.12279 0.195 -1.024 0.146 0.07
O -3.38135 0.22035 2.15568 -0.838 0.244 -1.192 -0.47
H 2.15183 1.18915 3.84637 0.063 0.223 0.115 0.01
H 0.70647 -4.54928 -3.50900 -0.543 -0.094 0.145 0.10
O -0.11262 -4.39321 -2.98992 0.643 1.820 1.044 -0.14
H -1.59832 3.70377 -0.06221 -0.018 0.054 0.110 0.10
H -0.98569 1.47735 -2.20898 -0.930 0.399 -0.039 0.12
H 0.92000 -6.69745 -1.94793 -0.012 -0.034 0.062 0.08
C -1.04537 8.36335 -4.66767 0.100 0.025 0.090 -0.11
C 3.32649 3.97594 2.84704 0.036 -0.054 -0.114 -0.12
H -5.41993 3.91237 -2.50001 0.738 -0.480 0.090 0.12
H -3.63695 4.63284 1.05785 0.035 0.049 0.025 0.10
C -0.04372 -7.61868 -0.14953 -0.089 -0.032 0.119 -0.10
H -3.68557 2.00906 0.65971 -0.771 -0.470 -0.657 0.01
O -0.15071 -2.18489 -4.28774 -0.395 -0.552 1.313 -0.29
C 0.92653 -6.89278 -0.88808 0.126 0.097 0.024 -0.12
H 2.06221 -6.77324 2.08419 -0.045 -0.047 -0.083 0.12
I 1.47631 -0.96777 2.37306 -0.085 -0.871 -0.390 0.81
C -3.20006 -0.00702 -1.69688 0.038 0.009 0.668 -0.07
C -2.71478 -1.10593 -2.71650 0.958 -0.017 0.992 -0.30
N -1.56330 4.18909 0.81858 0.025 -0.023 0.074 0.01
C -0.78941 5.11488 2.67749 0.092 -0.008 -0.026 -0.11
N 1.53668 -6.92726 1.24246 -0.109 0.057 -0.085 0.00
H 3.78346 -5.76875 3.80581 0.122 0.028 0.059 0.13
C -3.22195 1.50624 -2.07212 1.271 -1.906 -0.173 -0.27
C -2.19504 5.30130 2.62828 -0.132 -0.015 -0.049 -0.11
H -3.29206 5.20564 -2.81577 0.057 -1.053 0.122 0.11
C 0.84042 -2.77570 1.31606 -0.939 -0.429 -0.351 -0.61
H -1.99461 -4.39304 0.45413 0.708 0.395 -0.728 0.13
H -5.52686 0.60616 1.15861 0.218 0.253 -0.834 0.03
H 0.31155 5.48436 -4.75929 -0.003 0.101 -0.094 0.14
H 0.53344 4.07912 1.20579 -0.002 0.018 0.098 0.10
C -1.29598 -3.63324 0.01793 -1.074 1.198 0.865 -0.10
H -2.80338 7.99771 -6.00665 0.053 -0.022 0.009 0.09
H 3.88267 4.63489 2.19878 -0.013 -0.040 0.038 0.09
H 4.61854 -6.90348 1.72948 0.080 -0.007 0.000 0.09
C -0.73365 -2.78144 1.25636 0.323 0.706 -0.274 -0.28
C -1.40280 6.36458 -5.63233 -0.065 -0.115 -0.005 -0.15
C -1.87254 3.52617 -2.58697 -3.169 -2.562 0.807 -0.03
C -3.21396 4.10857 -2.62045 0.699 0.365 -0.167 -0.05
C -3.43533 -1.98357 -0.19901 0.955 0.828 -0.405 -0.31
C -1.91492 2.08137 -2.28062 -1.088 2.519 -0.526 0.01
H -0.93581 -8.08579 -0.53586 0.048 0.019 0.026 0.09
C 6.90343 -5.24530 3.45886 -0.035 0.056 0.117 -0.11
N -0.26664 6.29866 -4.86997 -0.053 0.043 0.024 -0.01
C -1.91044 7.63315 -5.52390 -0.053 -0.109 -0.055 -0.11
C 6.59044 -6.04162 2.32678 -0.070 -0.077 -0.093 -0.11
C 3.19812 2.61949 2.69175 -0.031 -0.074 -0.096 -0.16
H 1.20215 -3.70612 1.82137 0.013 1.051 -0.388 0.05
C -0.42914 4.42315 1.55015 0.061 -0.019 -0.061 -0.13
H -0.48223 -4.09564 -0.58619 -0.740 0.186 0.517 0.08
H -1.14874 9.39441 -4.36871 0.017 -0.054 -0.016 0.09
H 1.26753 -2.66794 0.28681 -0.296 -0.164 1.058 0.02
O -4.25628 -2.63799 0.37327 0.188 0.121 0.055 0.15
C 5.74541 -5.07285 4.17100 -0.021 0.070 0.057 -0.14
H 0.81354 7.67043 -3.64273 -0.053 0.022 -0.029 0.11
H -2.80768 5.80594 3.35873 0.022 -0.035 -0.038 0.09
H 7.86963 -4.84471 3.72150 -0.054 -0.022 -0.006 0.09
```
Positions in Å, forces in eV/Å.

Output
**SMILES string**: O=[PH2]C1=C(c2ccccn2)C(=O)C(P(=O)(O)O)=C(CCCI)C1=O.c1cc[nH]c1.c1cc[nH]c1.c1cc[nH]c1.c1cc[nH]c1.c1cc[nH]c1
**Electronic energy**: -3079.30510 a.u.
**Kohn-Sham gap**: 6.810 eV
**Maximum force**: 4.15 eV/Å
**LUMO energy**: -1.354 eV
**Spin multiplicity**: 1


(4)
C41H35ClN2O7PRhS | the ωB97M-V functional and the def2-TZVPD basis

```
89
Properties=species:S:1:pos:R:3:forces:R:3:mulliken_spin:R:1
C 3.51578 -0.75998 -4.18559 0.238 -0.043 -0.208 0.00
O 6.45590 0.19167 -2.57225 -0.257 -0.098 0.107 0.00
C 0.81909 3.69538 3.00462 -0.387 -0.471 0.139 -0.18
C 0.41860 5.68420 1.66837 -0.294 0.272 -0.394 -0.11
Rh 0.69766 0.66394 0.37386 -0.797 0.212 0.275 2.19
C 0.57995 0.49521 3.64881 0.015 0.330 0.454 0.06
H 5.04116 -1.71113 1.92905 0.072 -0.037 0.052 0.00
C -4.03405 0.26989 4.04334 -0.361 -0.038 0.227 0.00
H 0.32907 -1.38416 -3.21401 -0.065 -0.066 0.093 0.00
H 1.26667 3.23003 3.87261 0.119 -0.110 0.046 -0.01
N -1.29208 -2.50558 -0.75596 -0.452 0.242 0.184 0.00
H -5.39355 1.51787 5.15447 -0.058 -0.007 -0.030 0.01
C 2.38933 -0.51408 5.49965 -0.181 0.090 0.163 0.02
C 1.67791 -0.09267 -2.17152 0.364 0.307 0.224 -0.10
C 1.97625 -0.28050 1.78064 0.202 0.587 -0.427 0.15
C -0.38931 4.99569 0.81924 -0.037 0.095 0.266 0.28
H 4.63369 -1.53581 4.35614 0.040 -0.022 0.056 0.00
H -0.88058 5.49170 -0.00786 0.028 0.073 -0.074 0.02
H 3.36476 -1.01281 0.31670 -0.040 0.071 -0.058 0.00
C -2.80723 -1.84090 -3.48132 -0.122 -0.212 -0.042 0.00
H 1.71456 5.61789 3.39280 0.051 -0.018 0.036 0.04
C 0.31098 0.58507 5.00032 -0.229 0.074 -0.785 0.00
H 1.15388 3.25566 -0.37083 -0.076 -0.035 0.027 -0.07
C 0.34477 -4.19955 -1.31091 0.070 0.250 -0.013 0.00
C 0.18411 2.78659 -0.19665 0.322 -0.224 0.120 0.60
H -3.62533 0.74457 -3.21231 0.040 -0.152 0.072 0.00
H -2.34438 -5.05678 -4.48148 -0.033 -0.089 -0.041 0.00
S 5.32520 1.07329 -2.79154 0.275 0.111 0.078 0.00
H -4.07688 -3.35952 -1.70608 -0.084 -0.085 0.032 0.00
Cl -0.45985 -4.29369 -6.44746 0.183 -0.145 -0.167 0.00
H -0.40135 2.72220 -1.11314 0.067 -0.036 -0.008 -0.06
C 3.54971 1.34468 -1.13673 -0.911 0.052 0.536 0.00
O 2.89577 1.66592 -0.13156 0.385 0.064 -0.379 0.01
O -3.51386 -1.20564 -2.50992 0.057 -0.483 -0.148 0.00
C -1.36982 -3.34004 -5.31141 0.096 0.127 -0.186 0.00
H -3.71827 -4.93374 -2.45350 -0.011 -0.050 0.002 0.00
H 3.09574 -0.90479 6.22245 0.061 -0.029 0.060 0.00
C 0.00702 -2.83427 -0.72113 0.180 -0.823 0.001 0.00
H -1.92458 -3.01349 -1.35062 0.168 0.010 0.096 0.00
C -0.03262 2.97093 2.21414 0.344 0.117 0.141 0.40
H -3.97236 0.44227 -1.47869 0.071 -0.024 -0.142 0.00
C -2.99024 -3.23491 -3.54493 0.181 -0.121 -0.247 0.00
H 0.57354 6.74794 1.52115 0.034 0.002 -0.054 0.00
H -0.54736 -4.76302 -1.57241 -0.092 -0.100 -0.005 0.00
C -2.54109 2.56418 3.66307 0.424 -0.248 -0.116 0.07
C 4.11476 -1.28563 2.29724 0.107 -0.203 0.185 0.00
O -1.43711 0.18390 -0.84077 0.218 -0.282 0.685 0.06
H -2.49338 -0.73769 2.94608 0.016 -0.120 -0.019 0.01
C 1.21442 0.05705 5.92333 0.511 -0.305 0.316 -0.01
N 4.78165 1.72781 -1.40970 1.177 -0.040 -0.850 0.00
H -1.78441 -0.15290 -4.33617 0.023 0.220 0.122 0.00
H 0.93534 -4.05069 -2.21252 0.098 0.055 -0.082 0.00
H 0.94890 -4.76472 -0.60545 0.026 0.021 0.067 0.00
H -0.51987 -1.47388 -5.95462 0.043 -0.013 -0.076 0.00
C 2.95770 0.42811 -2.17507 -0.415 -0.194 0.025 -0.03
C -1.21644 -1.96876 -5.29584 -0.404 -0.006 0.391 0.00
C 1.76588 -0.12036 3.17160 0.126 -0.423 0.292 -0.03
C -1.84228 0.61826 -1.94290 -1.003 -0.173 -0.427 -0.01
H -4.63283 -0.62123 4.18233 -0.001 -0.092 -0.014 0.00
C 3.84892 0.11188 -3.17880 0.217 0.529 0.533 0.00
H -4.97991 -3.88976 -3.12279 -0.007 0.007 0.098 0.00
C -0.56598 3.52262 0.92448 -0.024 -0.005 -0.011 -0.08
H -1.95540 3.46009 3.50981 0.027 0.072 0.041 -0.01
H -1.49601 -1.51532 -0.56648 -0.160 -0.098 -0.141 -0.01
C -3.99380 -3.89814 -2.64904 -0.028 0.019 0.048 0.00
C 1.05899 5.04757 2.74873 0.200 0.171 0.149 0.43
C -3.72304 2.62338 4.36662 -0.552 -0.097 0.259 -0.01
H 0.97465 0.20416 -1.36964 0.278 -0.468 -1.626 0.05
H -1.63142 3.25681 0.82821 0.005 0.038 -0.002 0.08
C -2.84148 0.20138 3.35519 0.442 0.298 -0.089 0.08
H 1.95890 -2.01936 -4.93899 -0.074 -0.044 -0.092 0.00
C -3.31914 0.18616 -2.31785 0.362 0.766 0.108 0.01
C 2.69897 -0.61464 4.12511 -0.151 0.056 -0.081 0.00
O 5.55686 2.06629 -3.82369 -0.302 -0.067 0.099 0.00
P -0.42472 1.21109 2.33323 -0.345 0.277 0.250 0.13
C -2.04298 1.34260 3.19382 -0.438 0.053 0.053 0.00
O -1.27471 1.34184 -2.75198 0.257 0.366 -0.384 0.00
C 2.23856 -1.31106 -4.17043 0.061 -0.006 -0.027 0.00
C -2.24558 -3.98177 -4.45677 -0.293 0.498 0.435 0.00
H -0.60322 1.05246 5.33971 -0.056 0.058 0.038 0.00
H 4.23065 -1.00493 -4.95744 0.024 -0.074 -0.104 0.00
H 0.98380 0.10481 6.98057 0.036 0.022 0.069 0.00
C -1.94375 -1.21680 -4.37043 0.142 -0.119 -0.323 0.00
C 3.89214 -1.18611 3.64711 0.300 -0.104 -0.055 0.02
O 0.85714 -2.12349 -0.22036 0.149 -0.086 -0.025 0.02
C 3.15529 -0.86068 1.36749 -0.249 -0.012 0.300 -0.07
C 1.32496 -0.97070 -3.18203 -0.101 0.011 0.014 0.02
H -4.05929 3.56652 4.77875 -0.026 0.081 -0.030 0.00
C -4.47800 1.47408 4.57873 0.182 0.097 -0.081 0.04
```
Positions in Å, forces in eV/Å.

Output
**Charge**: -2
**Electronic energy**: -3529.82655 a.u.
**Kohn-Sham gap (spin up / spin down)**: 4.041 / 6.367 eV
**Maximum force**: 1.71 eV/Å
**LUMO energy (spin up / spin down)**: 3.753 / 3.753 eV
**Spin multiplicity**: 5